1.
The following is a quantum chemistry calculation of a structure of composition C10H14BN7O3Sn, from the Open Molecules 2025 dataset.

Geometry as XYZ:
```
36
Properties=species:S:1:pos:R:3:forces:R:3:mulliken_charge:R:1
C -1.95093 -2.52636 -1.00169 -0.273 0.107 -0.883 0.009
N -1.20978 -1.56288 -1.56715 0.410 0.178 0.513 -0.016
N -1.29661 -1.58149 -2.92685 -0.256 0.433 -0.238 0.129
C -2.20657 -2.54064 -3.22138 0.144 -0.015 0.450 0.061
C -2.62585 -3.16143 -2.01635 -0.620 -0.681 -0.460 -1.017
B -0.36719 -0.56371 -3.73250 -0.319 -1.254 -0.138 -0.167
N -0.59566 0.91224 -3.19527 -1.426 2.170 -1.873 0.269
N -0.41212 1.21851 -1.86287 -0.135 3.351 1.505 -0.008
C -0.61509 2.54798 -1.69158 0.736 -3.307 0.984 -0.153
C -0.98739 3.08923 -2.92464 -0.371 1.710 -0.051 -0.787
C -0.96064 2.04150 -3.83646 0.517 -3.505 -0.613 0.104
Sn 0.16310 -0.47510 -0.66485 -2.199 0.375 5.935 1.034
N 1.11452 -0.84222 -3.33311 0.121 -0.318 -1.106 0.295
N 1.53130 -0.79464 -2.03639 2.265 -0.014 -0.040 -0.192
C 2.86958 -1.06222 -2.00243 0.105 -0.119 -0.545 -0.247
C 3.30859 -1.32978 -3.27360 -1.363 0.330 -0.316 -0.899
C 2.17452 -1.16451 -4.10093 0.303 -0.159 1.262 0.032
H 3.46284 -1.03266 -1.10655 -0.134 -0.190 0.328 0.557
H 2.10676 -1.30196 -5.16160 -0.239 0.056 -0.361 0.516
H 4.27463 -1.63254 -3.58919 0.693 -0.091 -0.172 0.483
H -0.53980 -0.60847 -4.91143 0.050 0.057 0.296 0.100
H -1.19304 2.04323 -4.88696 -0.023 -0.018 -0.304 0.541
H -2.48492 -2.70710 -4.25838 -0.039 -0.148 0.243 0.535
H -1.25713 4.11096 -3.10721 -0.116 0.424 -0.194 0.492
H -3.34085 -3.98998 -1.85667 0.550 0.644 -0.492 0.425
H -0.48009 3.03745 -0.74767 -0.154 0.107 0.337 0.557
H -1.88994 -2.63287 0.06268 -0.396 -0.329 0.329 0.511
H 3.61608 1.74523 0.50301 4.502 1.589 0.636 0.374
C 3.40950 2.40379 1.40740 -7.348 -6.567 -5.944 -0.104
H 2.46536 2.68945 0.82706 1.274 4.323 1.589 0.319
H -0.78804 -0.18390 2.73644 0.952 0.165 -1.108 0.459
H 2.73527 1.52008 1.71703 2.055 0.952 4.232 0.335
O 0.17515 -0.36350 4.73587 -2.321 0.980 -2.766 -0.207
N -0.65826 0.21704 4.04068 2.344 -0.612 3.614 0.482
O -1.27819 1.21960 4.39485 -0.197 -0.805 -1.260 -0.012
O -0.42351 -0.23856 1.52572 0.906 0.180 -3.391 -0.810
```
Positions in Å, forces in eV/Å.

Results
Relative energy (zero: lowest compared OMol25 entry of this formula, charge and spin) ... 85.18 kcal per mole
DFT total energy ... -33614.9160 eV
HOMO energy (spin up / spin down) ... -22.161 / -22.083 eV
Net charge ... +4

---

2.
The following is a quantum chemistry calculation of a cluster of 3 separate species, C5H17NO2 in total, from the Open Molecules 2025 dataset.

Geometry as XYZ:
```
25
Properties=species:S:1:pos:R:3:forces:R:3:mulliken_charge:R:1
C 0.66458 -1.76950 -1.20590 -2.153 -0.246 0.120 -0.971
C 0.89865 -1.59096 0.30454 -0.277 -0.895 0.514 -0.114
C 1.37421 -0.16106 0.69125 -2.240 -1.061 1.787 -0.847
C 0.14300 0.85308 0.62058 -0.225 -1.737 -1.136 0.499
C 0.61461 2.25376 0.98576 -2.584 0.005 -1.864 -1.428
N -1.14814 0.38096 1.32456 1.476 0.390 -1.544 -0.483
H -0.14719 -1.01322 -1.42640 1.051 -0.719 -0.473 0.214
H 1.55790 -1.61941 -1.80898 -0.067 0.108 -0.067 0.334
H 0.16561 -2.77470 -1.47571 1.023 1.400 0.568 0.310
H 1.64879 -2.37033 0.65464 -1.006 0.901 -0.104 0.342
H -0.12734 -1.74033 0.78157 1.614 -0.199 -0.267 -0.119
H 2.25763 0.02039 0.10008 0.040 1.000 -0.305 0.359
H 1.64419 -0.14907 1.76263 0.376 -0.268 -0.319 0.369
H -0.08472 0.70671 -0.48431 -0.220 1.278 1.331 -0.076
H 1.19921 2.40630 0.11492 1.095 1.122 -0.586 0.357
H -0.22837 3.00691 0.97727 0.837 -0.783 0.006 0.333
H 1.16813 2.36550 1.86637 0.844 -0.166 1.377 0.368
H -1.83005 1.13609 1.18833 0.356 -0.456 0.300 0.267
H -0.99629 0.22956 2.30275 0.053 0.169 0.630 0.218
O -2.88601 -1.93732 0.39307 3.259 0.006 1.799 -0.689
H -2.18470 -1.21718 0.62027 -1.758 -0.536 -0.707 0.404
H -2.35629 -2.64659 0.87748 -1.518 0.676 -1.048 0.345
O 0.67388 1.84586 -2.57847 0.930 2.019 2.732 -0.521
H 1.22897 2.61932 -2.77456 -0.066 0.205 1.113 0.276
H 0.64821 1.59303 -3.44250 -0.840 -2.212 -3.857 0.252
```
Positions in Å, forces in eV/Å.

Results
Relative energy (zero: lowest compared OMol25 entry of this formula, charge and spin) ... 35.01 kcal per mole
DFT total energy ... -11044.7382 eV
HOMO energy ... -9.649 eV
SMILES string ... CCC[C@H](C)N.O.O

---

3.
The following is a quantum chemistry calculation of the molecule C22H32N2O2, from the Open Molecules 2025 dataset.

Geometry as XYZ:
```
58
Properties=species:S:1:pos:R:3:forces:R:3:mulliken_charge:R:1
C 1.08989 2.95844 1.97192 -0.001 0.000 0.001 -1.688
C 0.94110 1.70714 1.12452 0.001 -0.002 -0.002 0.338
C 0.18820 1.97308 -0.18845 0.002 -0.002 0.001 -1.196
C 0.98302 2.83038 -1.13704 -0.002 0.000 0.002 0.564
C 2.07477 2.28064 -1.80890 0.001 0.000 -0.002 -0.329
C 2.85063 3.04841 -2.66697 0.001 -0.001 0.000 -1.157
C 2.52731 4.38163 -2.86110 -0.001 0.002 0.001 0.707
C 1.43957 4.93910 -2.19854 0.000 0.000 0.000 0.575
C 0.67099 4.17256 -1.33760 0.000 -0.001 -0.001 -0.828
C 1.29854 6.39837 -2.55592 -0.001 0.000 0.000 -0.950
C 2.13662 6.51649 -3.84229 0.001 0.001 0.000 -0.643
C 3.20912 5.41845 -3.71944 0.000 -0.001 -0.001 -0.899
N 0.26983 0.67486 1.89971 -0.004 0.001 0.003 -0.150
C 0.35158 -0.62839 1.56370 0.003 -0.002 -0.004 -0.404
O 1.04811 -1.04580 0.64959 0.000 0.001 0.001 -0.711
C -0.52969 -1.56997 2.37574 -0.001 -0.001 -0.005 1.945
O -1.04826 -0.94767 3.54451 0.000 0.001 0.000 -0.693
C -1.66168 -2.18086 1.51925 0.002 0.001 0.000 -1.627
C -1.00904 -3.58626 1.64908 -0.003 -0.001 0.003 2.095
C -1.90142 -4.62594 2.31312 0.001 -0.001 -0.001 -1.267
C -3.02103 -5.07205 1.37736 0.000 -0.019 0.009 -0.700
C -2.47283 -5.62361 0.05958 -0.006 0.033 -0.009 0.229
N -3.50104 -6.04625 -0.88895 0.025 -0.036 -0.010 -0.722
C -1.56963 -4.58778 -0.59868 -0.001 0.000 -0.001 -0.840
C -0.45584 -4.12745 0.33601 0.002 -0.001 0.000 -1.157
C 0.07336 -2.97692 2.57452 -0.002 0.000 0.002 -1.979
H 1.59682 3.73943 1.40651 0.000 0.000 0.000 0.400
H 0.10919 3.34243 2.26776 0.000 0.000 0.000 0.382
H 1.66753 2.75334 2.87370 0.000 0.000 0.000 0.456
H 1.92751 1.31437 0.86961 0.001 0.001 0.000 0.313
H -0.02071 1.00695 -0.65141 -0.001 0.001 0.000 0.456
H -0.77000 2.44759 0.04332 0.000 0.001 -0.001 0.329
H 2.30742 1.23149 -1.66117 0.000 0.000 0.000 0.517
H 3.69104 2.60139 -3.18507 0.000 0.000 0.000 0.403
H -0.18105 4.60761 -0.82465 0.000 0.000 0.000 0.367
H 0.26198 6.70799 -2.69343 0.000 0.000 0.000 0.353
H 1.71887 7.02015 -1.75854 0.000 0.000 0.000 0.262
H 1.50047 6.29806 -4.70262 0.000 -0.001 0.000 0.294
H 2.55848 7.51058 -3.98618 0.000 0.000 0.000 0.325
H 4.10028 5.79929 -3.20974 0.000 0.000 0.000 0.275
H 3.53210 5.03035 -4.68594 0.000 0.000 0.000 0.360
H -0.39039 0.92535 2.61873 0.002 0.000 0.001 0.391
H -0.37185 -0.98406 4.23015 0.000 -0.001 0.001 0.436
H -2.62467 -2.08197 2.02075 0.000 0.000 0.001 0.395
H -1.73103 -1.78636 0.50550 -0.001 0.000 0.000 0.288
H -1.28647 -5.49103 2.58999 0.000 0.000 0.000 0.353
H -2.31479 -4.22136 3.24173 0.000 0.000 0.000 0.465
H -3.65004 -5.82387 1.86236 0.000 0.000 0.000 0.338
H -3.67092 -4.21782 1.14795 0.000 0.000 0.000 0.234
H -1.86450 -6.50808 0.28497 0.000 0.000 0.000 0.274
H -4.07707 -6.77930 -0.49238 -0.020 0.022 0.011 0.286
H -4.11585 -5.26913 -1.10688 0.000 0.000 0.000 0.260
H -1.15837 -5.00128 -1.52069 0.001 0.001 0.000 0.320
H -2.18629 -3.72688 -0.88918 0.000 0.000 0.000 0.297
H 0.16194 -3.36303 -0.13957 0.000 0.000 -0.001 0.418
H 0.20269 -4.97489 0.56251 0.000 0.000 0.000 0.411
H 1.09613 -3.07930 2.21509 0.000 0.001 0.000 0.363
H -0.00066 -3.30861 3.61213 0.001 -0.001 0.000 0.466
```
Positions in Å, forces in eV/Å.

Results
Relative energy (zero: lowest compared OMol25 entry of this formula, charge and spin) ... 17.47 kcal per mole
DFT total energy ... -30410.0119 eV
HOMO energy ... -8.539 eV

---

4.
The following is a quantum chemistry calculation of a structure of composition C13H11N6O10P2SW, from the Open Molecules 2025 dataset.

Geometry as XYZ:
```
44
Properties=species:S:1:pos:R:3:forces:R:3:mulliken_charge:R:1
W -0.73485 1.02314 -0.05823 -0.236 0.446 0.458 2.114
N -0.76746 1.14828 4.22399 -0.007 -0.008 -0.021 0.098
C -1.47485 1.09419 3.09972 0.003 0.005 0.027 -0.110
N -0.62076 1.10745 2.08981 0.012 -0.033 -0.161 -0.179
C 0.61089 1.17339 2.68001 0.035 0.018 -0.008 0.296
N 0.55937 1.19804 3.98196 -0.007 0.011 0.008 -0.679
C 1.75644 1.24971 1.78389 0.005 -0.003 0.033 0.477
C 3.08084 1.38841 2.16188 -0.020 0.011 0.028 -0.530
N 4.04456 1.51938 1.26058 -0.008 -0.002 -0.065 -0.517
C 3.68816 1.52169 -0.01747 0.048 -0.005 0.069 -0.470
C 2.36775 1.37540 -0.41825 -0.023 -0.006 -0.020 -0.319
N 1.40738 1.22552 0.48975 0.068 -0.019 -0.076 0.359
H -1.10516 1.16422 5.17452 0.002 -0.001 0.002 0.190
H -2.54943 1.05448 3.03187 0.001 -0.003 0.000 0.532
H 3.35488 1.40248 3.20929 -0.006 -0.005 0.000 0.478
H 4.47152 1.63602 -0.75479 -0.002 0.002 -0.007 0.413
H 2.08162 1.37359 -1.46264 -0.017 -0.004 0.003 0.528
O 0.23027 3.29585 -2.70207 0.011 0.055 0.023 -0.447
P -0.55152 3.95562 -1.48716 -0.167 0.019 0.268 0.744
O -0.37972 5.38389 -1.31641 -0.043 0.024 -0.036 -0.694
O -0.27599 2.99825 -0.30101 0.258 -0.112 -0.282 -0.442
O -2.14390 3.58380 -1.83258 -0.002 -0.070 -0.019 -0.309
P -2.64433 2.12541 -1.50050 -0.053 0.017 -0.013 0.846
O -4.03561 1.98725 -2.17230 0.009 -0.022 0.035 -0.487
O -2.64816 1.87297 0.02184 0.059 -0.069 -0.093 -0.693
O -1.61966 1.09453 -1.97856 0.013 0.081 -0.099 -0.660
H 0.43650 3.94331 -3.38952 0.026 0.002 -0.012 0.333
H -4.51110 2.80694 -2.36454 0.012 -0.001 -0.043 0.371
O 1.82182 -1.53205 -2.49639 0.006 0.004 -0.001 -0.617
S 1.41898 -1.75568 -1.14981 -0.005 -0.025 -0.033 1.072
O 2.37253 -1.62993 -0.08821 -0.003 0.007 -0.028 -0.609
N 0.09935 -0.78047 -0.77766 0.056 -0.502 0.146 -0.183
C -0.91680 -1.50827 -0.31565 -0.165 0.211 0.065 1.167
O -1.82639 -0.82215 0.24097 0.042 -0.011 -0.071 -0.772
C -0.78655 -2.95413 -0.45681 0.116 -0.112 -0.069 -0.176
C -1.69528 -3.95982 -0.18218 -0.019 0.024 0.014 -0.485
C -1.29880 -5.26846 -0.42578 0.011 -0.009 -0.006 -0.631
C -0.03161 -5.55278 -0.92624 -0.021 0.006 0.007 -0.533
C 0.88504 -4.54033 -1.19921 0.045 -0.004 -0.015 -0.658
C 0.47767 -3.24999 -0.95272 -0.034 0.095 -0.001 0.309
H -2.68043 -3.72745 0.19854 0.000 -0.002 -0.002 0.544
H -1.98559 -6.07968 -0.22794 0.002 -0.003 -0.002 0.418
H 0.24801 -6.58160 -1.10763 0.004 0.000 -0.002 0.422
H 1.87038 -4.76039 -1.58637 -0.004 -0.007 0.000 0.487
```
Positions in Å, forces in eV/Å.

Results
DFT total energy ... -74316.8487 eV
HOMO energy (spin up / spin down) ... -11.685 / -13.084 eV
Spin multiplicity ... 3
Net charge ... +1

---

5.
The following is a quantum chemistry calculation of the molecule C6H9F3O4S, from the Open Molecules 2025 dataset.

Geometry as XYZ:
```
23
Properties=species:S:1:pos:R:3:forces:R:3:mulliken_charge:R:1
O 0.34309 -0.19602 -1.71491 -0.612 -0.981 0.450 -0.697
C -0.53957 -0.09376 -0.56743 1.865 1.551 0.176 0.439
C 0.32590 -0.00871 0.73760 -1.855 -0.631 -0.308 -0.178
O -0.59702 -0.31283 1.83534 1.119 1.049 -0.355 -0.545
C 0.96159 1.37779 1.02467 -1.262 -0.199 1.520 0.036
O -0.06894 2.31407 1.46879 1.396 -0.343 -1.157 -0.573
C 1.78867 1.96937 -0.16789 -0.318 -0.892 1.854 0.640
F 0.95153 2.24645 -1.22673 1.573 0.805 0.958 -0.288
F 2.48973 3.05417 0.25781 -0.991 -0.920 -1.253 -0.260
F 2.69122 1.00830 -0.55103 -0.778 1.280 -0.064 -0.255
C -1.50346 -1.26647 -0.62307 0.615 0.021 -1.320 -0.344
O -1.95094 -1.34322 -1.97120 -0.889 -0.560 0.699 -0.592
C -0.84251 -2.53620 -0.20440 -1.116 -1.053 2.841 -0.365
S -1.20010 -3.29117 1.24844 0.565 0.630 -2.123 -0.210
H 0.73763 0.65069 -1.94026 -0.356 -0.166 0.068 0.398
H -1.11273 0.83964 -0.63303 -0.143 -0.234 -0.063 0.436
H 1.11120 -0.75937 0.69484 0.185 -0.102 -0.065 0.365
H -0.87282 -1.25043 1.78833 0.203 0.456 0.043 0.123
H 1.64180 1.16754 1.89401 -0.147 0.545 -0.915 0.281
H -0.73245 1.84202 1.99103 0.305 -0.369 -0.115 0.405
H -2.34982 -1.11223 0.01692 -0.456 0.286 0.159 0.486
H -1.17834 -1.34331 -2.53600 0.452 0.242 -0.197 0.370
H -0.09366 -2.95633 -0.82188 0.647 -0.416 -0.835 0.328
```
Positions in Å, forces in eV/Å.

Results
Relative energy (zero: lowest compared OMol25 entry of this formula, charge and spin) ... 0.00 kcal per mole
DFT total energy ... -33544.2594 eV
HOMO energy ... -9.595 eV
SMILES string ... O[C@H]([C@H](O)[C@H](O)C(F)(F)F)[C@@H](O)C=S